# 1
{"formula": "C5H7FOS", "method": "ωB97M-V/def2-TZVPD", "e_homo_ev": -8.7, "relative_energy_kcal_mol": 102.3, "total_energy_ev": -20893.642, "homo_lumo_gap_ha": 0.34486, "smiles": "O[C@@]12CCS[C@H]1[C@@H]2F", "species": ["C", "C", "C", "C", "C", "H", "H", "H", "H", "H", "H", "H", "O", "F", "S"], "positions_angstrom": [[-0.538, 0.024, -0.531], [-0.129, -0.845, 0.669], [1.437, -0.884, 0.569], [0.298, 1.211, -0.015], [-1.153, 1.412, -0.409], [-1.251, -0.786, -2.141], [-0.313, -0.422, 1.609], [-0.418, -1.961, 0.865], [1.893, -1.279, 1.565], [1.897, -1.619, -0.183], [0.040, 1.270, 1.106], [-1.388, 1.977, -1.429], [-0.377, -0.516, -1.893], [-1.999, 1.761, 0.669], [2.001, 0.658, -0.452]]}

***

# 2
{"formula": "C5H14S3", "method": "ωB97M-V/def2-TZVPD", "e_homo_ev": -7.0, "relative_energy_kcal_mol": 51.8, "total_energy_ev": -37915.558, "homo_lumo_gap_ha": 0.23004, "species": ["C", "C", "S", "C", "H", "H", "H", "H", "H", "H", "H", "H", "C", "C", "S", "S", "H", "H", "H", "H", "H", "H"], "positions_angstrom": [[-2.953, 0.259, 1.470], [-2.000, -0.909, 1.155], [-1.783, -0.848, -0.660], [-0.376, -1.933, -0.905], [-3.182, 0.165, 2.547], [-3.852, 0.145, 0.846], [-2.423, 1.199, 1.340], [-2.354, -1.917, 1.346], [-1.008, -0.715, 1.602], [0.229, -1.997, 0.010], [-0.733, -2.941, -1.132], [0.276, -1.465, -1.620], [3.522, -0.124, 1.187], [2.350, 0.781, 0.787], [1.843, 0.540, -0.898], [-0.327, 1.410, -0.391], [4.335, -0.088, 0.463], [3.143, -1.147, 1.203], [3.880, 0.183, 2.194], [2.572, 1.857, 0.852], [1.492, 0.567, 1.425], [-0.396, 1.026, -1.636]]}

***

# 3
{"formula": "C30H50BrIrN4O10P2S3", "method": "ωB97M-V/def2-TZVPD", "total_charge": 1, "e_homo_ev": [-10.9, -10.9], "relative_energy_kcal_mol": 67.1, "total_energy_ev": -182318.826, "homo_lumo_gap_ha": [0.23896, 0.23845], "multiplicity": 2, "species": ["Ir", "O", "C", "C", "C", "C", "C", "C", "C", "O", "N", "O", "O", "H", "H", "H", "H", "C", "C", "C", "C", "C", "Br", "N", "C", "H", "H", "H", "H", "H", "H", "C", "N", "C", "S", "N", "C", "H", "H", "H", "H", "H", "H", "H", "H", "C", "C", "C", "O", "P", "S", "S", "O", "C", "C", "C", "H", "H", "H", "H", "H", "H", "H", "H", "H", "H", "H", "H", "H", "H", "C", "C", "C", "C", "O", "P", "O", "O", "O", "C", "C", "C", "C", "H", "H", "H", "H", "H", "H", "H", "H", "H", "H", "H", "H", "H", "H", "H", "H", "H", "H"], "positions_angstrom": [[-1.352, 1.505, -0.201], [0.620, 2.288, 0.637], [1.603, 2.585, -0.053], [1.621, 3.194, -1.343], [2.850, 3.629, -1.848], [2.924, 4.262, -3.067], [1.775, 4.430, -3.861], [0.569, 3.984, -3.409], [0.419, 3.379, -2.120], [-0.740, 3.058, -1.720], [4.198, 4.758, -3.510], [4.252, 5.295, -4.593], [5.136, 4.606, -2.754], [2.605, 2.376, 0.360], [3.753, 3.501, -1.267], [1.876, 4.925, -4.816], [-0.327, 4.099, -3.998], [-3.427, 0.767, -5.279], [-3.643, 0.457, -3.836], [-4.477, -0.588, -3.438], [-4.677, -0.826, -2.092], [-3.990, -0.041, -1.182], [-4.288, -0.302, 0.662], [-3.152, 0.919, -1.536], [-3.003, 1.176, -2.832], [-4.308, 0.510, -5.863], [-2.594, 0.175, -5.658], [-3.194, 1.818, -5.428], [-4.976, -1.198, -4.176], [-5.346, -1.596, -1.745], [-2.356, 2.009, -3.066], [-3.401, 1.985, 3.785], [-2.275, 2.849, 3.532], [-1.961, 3.328, 2.342], [-2.959, 3.024, 0.960], [-0.944, 4.161, 2.163], [-0.039, 4.635, 3.183], [-3.735, 2.148, 4.807], [-3.142, 0.929, 3.660], [-4.204, 2.239, 3.095], [-1.556, 2.857, 4.248], [-0.767, 4.432, 1.207], [-0.599, 5.091, 3.999], [0.608, 5.384, 2.737], [0.574, 3.824, 3.584], [-1.368, -3.395, 3.334], [-1.218, -2.691, 4.667], [-0.097, -3.291, 5.499], [-1.022, -1.269, 4.489], [-0.039, -0.473, 3.556], [0.293, 1.268, 4.458], [-1.112, -0.219, 1.767], [1.206, -1.408, 3.389], [2.568, -1.060, 3.074], [2.690, 0.232, 2.291], [3.344, -1.020, 4.381], [-1.364, -4.470, 3.495], [-0.524, -3.131, 2.700], [-2.293, -3.112, 2.835], [-2.153, -2.727, 5.238], [0.812, -3.389, 4.913], [-0.406, -4.273, 5.846], [0.104, -2.669, 6.365], [2.899, -1.895, 2.446], [2.485, 1.093, 2.922], [1.999, 0.210, 1.456], [3.699, 0.317, 1.904], [3.004, -0.184, 4.989], [4.402, -0.895, 4.168], [3.203, -1.942, 4.945], [-1.146, -4.369, -2.314], [-0.760, -3.564, -1.077], [-1.973, -2.817, -0.538], [-0.168, -4.477, -0.008], [0.259, -2.648, -1.498], [0.525, -1.245, -0.797], [0.554, -1.376, 0.711], [-0.480, -0.235, -1.309], [1.999, -0.874, -1.227], [2.575, -1.052, -2.539], [1.586, -0.637, -3.618], [3.814, -0.155, -2.571], [3.000, -2.509, -2.706], [-1.882, -5.118, -2.045], [-0.269, -4.866, -2.716], [-1.561, -3.716, -3.074], [-2.775, -3.520, -0.332], [-2.303, -2.086, -1.274], [-1.709, -2.295, 0.379], [-0.936, -5.139, 0.381], [0.239, -3.872, 0.796], [0.639, -5.070, -0.431], [1.231, 0.371, -3.422], [0.736, -1.311, -3.608], [2.069, -0.666, -4.592], [3.531, 0.894, -2.527], [4.376, -0.330, -3.486], [4.447, -0.391, -1.721], [2.145, -3.166, -2.582], [3.745, -2.762, -1.955], [3.424, -2.655, -3.696]]}

***

# 4
{"formula": "C29H43Br2ClN3O3S2", "method": "ωB97M-V/def2-TZVPD", "total_charge": 1, "e_homo_ev": -9.4, "relative_energy_kcal_mol": 523.8, "total_energy_ev": -215630.744, "homo_lumo_gap_ha": 0.21779, "species": ["C", "C", "C", "C", "C", "C", "C", "C", "C", "C", "Br", "C", "C", "Br", "C", "C", "C", "C", "C", "C", "S", "O", "O", "Cl", "C", "N", "S", "N", "C", "C", "H", "H", "H", "H", "H", "H", "H", "H", "H", "H", "H", "H", "H", "H", "H", "H", "H", "H", "H", "H", "H", "H", "H", "C", "C", "N", "C", "C", "C", "C", "C", "O", "C", "H", "H", "H", "H", "H", "H", "H", "H", "H", "H", "H", "H", "H", "H", "H", "H", "H", "H", "H", "H"], "positions_angstrom": [[-8.470, 3.866, 4.353], [-7.220, 3.237, 3.444], [-7.629, 1.973, 2.447], [-6.407, 1.304, 1.580], [-4.843, 1.886, 1.689], [-4.421, 3.180, 2.642], [-2.878, 3.798, 2.724], [-2.092, 3.257, 1.379], [-0.897, 2.090, 1.444], [-0.534, 1.509, 2.933], [-2.121, 0.452, 3.654], [0.742, 0.480, 2.987], [1.642, 0.761, 4.365], [-0.016, -1.396, 3.251], [-0.239, 1.616, 0.018], [-0.767, 2.288, -1.419], [-0.077, 1.708, -2.826], [-0.059, 0.047, -2.804], [-1.532, -0.638, -3.028], [-2.416, -0.775, -1.618], [-3.296, -2.462, -1.627], [-2.307, -3.661, -1.722], [-4.255, -2.612, -2.871], [-4.521, -2.734, 0.064], [-1.940, 3.448, -1.492], [-2.578, 4.163, -2.662], [-3.822, 5.278, -2.047], [-3.678, 4.978, -0.297], [-2.602, 3.929, -0.065], [-5.666, 3.839, 3.532], [-8.969, 4.806, 3.840], [-7.980, 4.225, 5.377], [-9.219, 2.963, 4.505], [-8.709, 1.536, 2.325], [-6.619, 0.396, 0.851], [-4.053, 1.303, 1.035], [-2.847, 4.970, 2.691], [-2.333, 3.490, 3.740], [-0.330, 2.414, 3.674], [1.382, 0.500, 2.008], [0.902, 0.517, 5.266], [2.527, -0.017, 4.330], [2.093, 1.840, 4.409], [0.608, 0.799, -0.008], [1.021, 2.118, -2.989], [-0.694, 2.038, -3.779], [0.622, -0.313, -3.703], [0.394, -0.403, -1.820], [-2.170, -0.133, -3.898], [-1.349, -1.762, -3.381], [-1.746, -0.733, -0.658], [-3.271, 0.025, -1.653], [-5.382, 4.734, 4.239], [3.889, -2.125, -3.727], [4.625, -3.116, -2.832], [5.651, -2.476, -1.871], [6.739, -1.780, -2.730], [6.415, -3.577, -1.094], [5.597, -4.415, -0.128], [5.056, -1.369, -0.947], [3.829, -1.749, -0.101], [2.722, -2.111, -0.917], [1.869, -3.087, -0.328], [4.560, -1.618, -4.421], [3.156, -2.667, -4.335], [3.342, -1.366, -3.168], [5.186, -3.820, -3.460], [3.922, -3.704, -2.245], [7.158, -2.518, -3.421], [7.517, -1.403, -2.059], [6.290, -0.948, -3.276], [7.234, -3.088, -0.561], [6.852, -4.238, -1.855], [5.499, -3.910, 0.839], [6.132, -5.345, 0.084], [4.612, -4.685, -0.499], [4.794, -0.535, -1.606], [5.874, -1.044, -0.294], [3.528, -0.863, 0.473], [4.063, -2.518, 0.631], [1.978, -3.148, 0.760], [2.100, -4.060, -0.772], [0.835, -2.837, -0.573]]}

***

# 5
{"formula": "CH6N4O2S", "method": "ωB97M-V/def2-TZVPD", "e_homo_ev": -9.5, "relative_energy_kcal_mol": 35.6, "total_energy_ev": -22021.922, "homo_lumo_gap_ha": 0.34297, "species": ["C", "N", "N", "N", "N", "O", "O", "S", "H", "H", "H", "H", "H", "H"], "positions_angstrom": [[-0.686, 0.527, -0.904], [-0.440, 1.040, -2.044], [-1.909, 0.249, -0.436], [0.275, 0.237, 0.174], [-0.513, 0.320, 1.801], [1.392, -1.641, 1.429], [2.171, -0.715, -0.854], [0.901, -1.345, 0.097], [0.537, 1.052, -2.129], [-2.738, 0.630, -0.765], [-1.881, 0.199, 0.589], [-0.069, 1.189, 2.023], [2.841, -1.370, -1.131], [0.118, -0.371, 2.149]]}